Record 1
The following is a DFT calculation (ωB97M-V/def2-TZVPD) of C34H88F6LiO22 as an isolated structure.

```
! RIJCOSX wB97M-V def2-TZVPD def2/J DEFGRID3
* xyz -1 1
Li 3.31344 1.81877 4.39957
C 9.37331 7.82393 -6.77556
O 8.87710 6.59987 -7.24797
O 10.10971 7.51456 -5.57447
C 10.15570 8.55981 -7.92395
F 11.07340 7.69228 -8.45738
F 9.39512 8.90839 -8.97385
F 10.78246 9.66462 -7.44084
C 7.56566 6.35257 -7.64673
C 7.58528 5.01513 -8.37954
H 8.27162 4.36873 -7.83256
H 6.65707 4.44471 -8.41346
H 8.03360 5.03539 -9.37286
H 7.28699 7.01194 -8.46873
H 6.75654 6.26445 -6.92170
H 8.50759 8.41471 -6.47622
C 2.87183 0.82649 -0.38532
O 2.15539 -0.05078 0.51369
O 3.54419 1.69928 0.51018
C 3.73962 0.08902 -1.45400
F 3.04530 -0.88939 -1.98424
F 4.12482 0.88970 -2.47695
F 4.88290 -0.50767 -1.00882
C 0.91199 -0.60705 0.04354
C 0.28628 -1.62337 1.03682
H 0.91457 -2.51394 1.02121
H 0.16678 -1.24914 2.05357
H -0.73621 -1.80361 0.70495
H 0.86321 -1.00130 -0.97149
H 0.17055 0.18315 -0.07458
H 2.17264 1.48681 -0.89836
C -1.13639 10.45992 0.33113
O -0.57869 9.24303 0.70520
C 0.85606 9.21711 0.51138
C 1.35662 8.98477 -0.90142
O 1.05204 10.16381 -1.65065
C 1.54060 10.16451 -3.03766
H -0.58644 11.33806 0.66954
H -2.11012 10.48501 0.82033
H -1.21967 10.51526 -0.75428
H 1.11901 8.39246 1.17388
H 1.28096 10.10836 0.97315
H 0.78269 8.18083 -1.36228
H 2.41604 8.72880 -0.88712
H 0.98515 10.87618 -3.64847
H 1.41229 9.18482 -3.49793
H 2.56152 10.52650 -3.15928
C -6.64570 0.45760 -3.71738
O -6.74642 0.98805 -2.42254
C -6.11281 0.22668 -1.47078
C -6.06669 1.07037 -0.15278
O -5.06184 2.03539 -0.22165
C -4.99971 2.85553 0.95152
H -5.60969 0.45046 -4.05612
H -7.21043 1.13746 -4.35532
H -7.01054 -0.56588 -3.80406
H -5.07320 0.03616 -1.73722
H -6.60165 -0.73360 -1.30649
H -6.06404 0.38536 0.69507
H -7.02678 1.58533 -0.11872
H -5.83311 3.55579 1.00806
H -4.07338 3.42990 0.96181
H -4.96079 2.23360 1.84583
C -1.59199 2.25379 -7.47949
O -2.48069 3.35499 -7.28636
C -2.22301 4.17392 -6.12575
C -3.28954 5.25203 -5.90006
O -3.48600 6.07273 -7.04680
C -4.66956 6.90835 -6.95785
H -0.55796 2.53661 -7.67670
H -2.00718 1.60161 -8.24785
H -1.54222 1.59957 -6.60908
H -1.25823 4.67165 -6.22355
H -2.18831 3.50876 -5.26292
H -2.84823 5.80292 -5.06947
H -4.21288 4.75298 -5.60595
H -4.94276 7.22956 -7.96298
H -4.37994 7.80541 -6.41058
H -5.46058 6.30289 -6.51536
C -8.14528 -2.59253 13.47882
O -7.88048 -1.55822 12.51847
C -6.45874 -1.22486 12.59551
C -6.12569 -0.49979 11.24995
O -5.95906 -1.42710 10.19969
C -5.73282 -0.83951 8.92064
H -9.22463 -2.66005 13.61500
H -7.64896 -2.41702 14.43326
H -7.78772 -3.56379 13.13691
H -5.81865 -2.08706 12.78262
H -6.37282 -0.57037 13.46289
H -5.23175 0.12235 11.20618
H -6.96558 0.14482 10.99080
H -5.53697 -1.55627 8.12315
H -4.98828 -0.04341 8.92168
H -6.63929 -0.31005 8.62723
C 4.89548 -12.43550 0.53097
O 4.28567 -11.21667 -0.01840
C 4.91782 -10.95391 -1.19718
C 4.20309 -9.79545 -1.81588
O 4.22547 -8.53723 -1.05172
C 5.48875 -7.90254 -0.97769
H 4.34449 -12.54772 1.46473
H 5.95920 -12.31728 0.73742
H 4.79470 -13.30850 -0.11387
H 4.79828 -11.81542 -1.85416
H 5.97045 -10.67602 -1.14381
H 3.13181 -9.99386 -1.78301
H 4.57625 -9.65428 -2.83024
H 6.06251 -7.94407 -1.90353
H 6.12399 -8.39532 -0.24166
H 5.22808 -6.86113 -0.78896
C -7.63394 -6.87766 7.24046
O -8.19853 -8.04230 6.62136
C -8.46840 -7.85931 5.25289
C -7.29658 -7.58259 4.29499
O -7.78684 -7.05795 3.07135
C -6.78878 -6.96716 2.06328
H -8.30062 -6.08889 6.89193
H -6.59701 -6.61850 7.02663
H -7.70982 -7.01945 8.31853
H -9.13386 -6.99846 5.18819
H -8.99484 -8.70804 4.81628
H -6.77590 -8.52758 4.14013
H -6.64868 -6.78084 4.64928
H -6.04839 -6.24112 2.39913
H -7.27416 -6.52947 1.19097
H -6.28600 -7.90907 1.84392
O 3.12268 -7.93282 4.12624
H 3.39055 -7.01401 4.10940
H 3.22785 -8.23005 3.22246
O 10.04118 3.67203 -2.21802
H 9.66618 3.02417 -2.81458
H 10.34201 4.37861 -2.78940
O 0.10228 3.01844 5.95393
H -0.51281 3.72222 6.16032
H -0.25878 2.24793 6.39232
O 4.03400 -3.57180 3.46489
H 4.16199 -2.78760 3.99862
H 3.61928 -3.25178 2.66374
C -1.08329 -5.68958 -4.41896
O -2.47525 -5.46305 -4.17903
H -0.75025 -5.00386 -5.19805
H -0.50858 -5.56320 -3.50144
H -1.05201 -6.70766 -4.80708
H -2.88390 -5.84615 -4.95867
C 12.69003 -0.24520 -0.04071
O 12.18348 0.12811 1.21088
H 13.16708 0.59969 -0.53739
H 13.35134 -1.11165 -0.03439
H 11.88922 -0.49387 -0.73709
H 11.63418 -0.59650 1.51879
*
```

The calculation puts the total energy at -3609.71248 a.u. The LUMO energy is -0.0558 Eh.

Mulliken atomic charge list, values in e, 99 entries: atom 1 (Li): 0.915, atom 2 (C): -0.212, atom 3 (O): -0.195, atom 4 (O): -0.905, atom 5 (C): 0.755, atom 6 (F): -0.283, atom 7 (F): -0.290, atom 8 (F): -0.260, atom 9 (C): -0.127, atom 10 (C): -1.222, atom 11 (H): 0.322, atom 12 (H): 0.365, atom 13 (H): 0.287, atom 14 (H): 0.229, atom 15 (H): 0.283, atom 16 (H): 0.254, atom 17 (C): -0.226, atom 18 (O): -0.226, atom 19 (O): -0.852, atom 20 (C): 0.841, atom 21 (F): -0.271, atom 22 (F): -0.276, atom 23 (F): -0.279, atom 24 (C): -0.210, atom 25 (C): -1.158, atom 26 (H): 0.258, atom 27 (H): 0.276, atom 28 (H): 0.368, atom 29 (H): 0.313, atom 30 (H): 0.299, atom 31 (H): 0.223, atom 32 (C): -0.609, atom 33 (O): -0.382, atom 34 (C): -0.613, atom 35 (C): -0.339, atom 36 (O): -0.314, atom 37 (C): -0.739, atom 38 (H): 0.300, atom 39 (H): 0.244, atom 40 (H): 0.221, atom 41 (H): 0.322, atom 42 (H): 0.366, atom 43 (H): 0.315, atom 44 (H): 0.397, atom 45 (H): 0.249, atom 46 (H): 0.316, atom 47 (H): 0.268, atom 48 (C): -0.733, atom 49 (O): -0.290, atom 50 (C): -0.541, atom 51 (C): -0.535, atom 52 (O): -0.259, atom 53 (C): -0.755, atom 54 (H): 0.304, atom 55 (H): 0.244, atom 56 (H): 0.301, atom 57 (H): 0.328, atom 58 (H): 0.382, atom 59 (H): 0.391, atom 60 (H): 0.309, atom 61 (H): 0.293, atom 62 (H): 0.254, atom 63 (H): 0.306, atom 64 (C): -0.745, atom 65 (O): -0.303, atom 66 (C): -0.545, atom 67 (C): -0.439, atom 68 (O): -0.316, atom 69 (C): -0.638, atom 70 (H): 0.299, atom 71 (H): 0.259, atom 72 (H): 0.301, atom 73 (H): 0.324, atom 74 (H): 0.382, atom 75 (H): 0.294, atom 76 (H): 0.341, atom 77 (H): 0.225, atom 78 (H): 0.252, atom 79 (H): 0.309, atom 80 (C): -0.711, atom 81 (O): -0.328, atom 82 (C): -0.520, atom 83 (C): -0.540, atom 84 (O): -0.284, atom 85 (C): -0.748, atom 86 (H): 0.249, atom 87 (H): 0.307, atom 88 (H): 0.285, atom 89 (H): 0.355, atom 90 (H): 0.358, atom 91 (H): 0.393, atom 92 (H): 0.325, atom 93 (H): 0.259, atom 94 (H): 0.280, atom 95 (H): 0.320, atom 96 (C): -0.753, atom 97 (O): -0.302, atom 98 (C): -0.327, atom 99 (C): -0.703



Record 2
The following is a DFT calculation (ωB97M-V/def2-TZVPD) of a 2-piece molecular cluster, C11H5N6O5 overall.

```
! RIJCOSX wB97M-V def2-TZVPD def2/J DEFGRID3
* xyz -1 1
N 1.90531 0.07069 -0.09648
C 2.28359 1.35314 -0.08921
N 3.59472 1.51729 -0.07433
C 4.11507 0.24548 -0.08086
C 5.52312 -0.08476 -0.07758
O 6.42160 0.71456 -0.08826
C 3.05125 -0.63894 -0.09269
H 1.58280 2.17736 -0.07871
H 5.81591 -1.12726 -0.06796
H 3.10876 -1.71842 -0.08405
N -5.09520 2.69665 -0.01048
C -4.26771 1.88166 0.02668
C -3.27393 0.90618 0.03527
C -2.72775 0.45924 -1.14440
C -1.71696 -0.51926 -1.18245
N -1.19262 -0.94783 -2.46241
O -1.94346 -0.91454 -3.44451
O -0.01722 -1.32894 -2.52059
C -1.23278 -1.07568 -0.02286
C -1.78500 -0.63682 1.17184
N -1.59114 -0.93589 2.50615
O -0.75569 -1.79144 2.88538
O -2.38433 -0.22386 3.32971
N -3.10668 0.54788 2.53623
C -2.78060 0.32966 1.24364
H -3.07829 0.86641 -2.07952
H -0.45276 -1.82257 -0.03757
*
```

The energy relative to the best compared isomer or geometry (same formula, charge and spin) comes out at 4.9 kcal per mole. The calculation puts the total energy at -1126.69718 a.u. The LUMO energy is 0.0009 Eh.

The net atomic charges from Mulliken, expressed in e, are: atom 1 (N): -0.310, atom 2 (C): -0.238, atom 3 (N): -0.733, atom 4 (C): 0.598, atom 5 (C): -0.334, atom 6 (O): -0.554, atom 7 (C): -0.488, atom 8 (H): 0.432, atom 9 (H): 0.329, atom 10 (H): 0.341, atom 11 (N): -0.514, atom 12 (C): -0.044, atom 13 (C): 0.146, atom 14 (C): -0.530, atom 15 (C): 0.370, atom 16 (N): 0.878, atom 17 (O): -0.596, atom 18 (O): -0.492, atom 19 (C): -0.636, atom 20 (C): 0.477, atom 21 (N): 0.866, atom 22 (O): -0.688, atom 23 (O): -0.112, atom 24 (N): -0.687, atom 25 (C): 0.668, atom 26 (H): 0.557, atom 27 (H): 0.294



Record 3
The following is a DFT calculation (ωB97M-V/def2-TZVPD) of C42H39N2P2SeSiV as an isolated structure.

```
! RIJCOSX wB97M-V def2-TZVPD def2/J DEFGRID3
* xyz 1 4
V -0.30215 0.01114 1.19293
C 3.48981 0.60291 0.30108
Si 1.77524 -0.00406 -0.17505
C 1.98697 -1.78562 -0.79918
C 3.19623 -2.26600 -1.32213
C 3.28745 -3.51100 -1.91534
C 2.15574 -4.31154 -2.02700
C 0.95271 -3.87026 -1.51427
C 0.87182 -2.63048 -0.87516
P -0.70790 -2.03746 -0.15650
C -1.34567 -3.38848 0.89089
C -1.47657 -3.15916 2.25505
C -1.93738 -4.15537 3.10943
C -2.27543 -5.39577 2.59919
C -2.16462 -5.63614 1.23306
C -1.70778 -4.64150 0.38840
C -1.85709 -1.93375 -1.56440
C -1.40204 -1.30357 -2.72269
C -2.26992 -1.07194 -3.77666
C -3.59855 -1.46652 -3.68341
C -4.05552 -2.09290 -2.53466
C -3.18905 -2.32370 -1.47387
C 1.33663 0.91677 -1.78538
C 2.14699 0.84705 -2.92514
C 1.83487 1.54504 -4.07846
C 0.69785 2.34689 -4.12022
C -0.11907 2.44149 -3.00997
C 0.19973 1.72524 -1.85711
P -0.81549 1.81977 -0.34970
C -0.23629 3.33073 0.50416
C -0.99427 3.90182 1.52366
C -0.50705 4.98495 2.23531
C 0.74558 5.51053 1.93908
C 1.50737 4.94772 0.92651
C 1.01968 3.85864 0.21273
C -2.50799 2.20031 -0.87548
C -3.42369 1.15700 -0.95939
C -4.71421 1.38657 -1.41422
C -5.10058 2.66693 -1.77992
C -4.19590 3.71835 -1.68754
C -2.90738 3.48623 -1.23805
H 4.14376 0.69347 -0.56709
H 3.97831 -0.06452 1.01020
H 3.43419 1.59177 0.76087
H 4.08339 -1.64901 -1.27449
H 4.23244 -3.85723 -2.31050
H 2.21366 -5.27563 -2.51324
H 0.08021 -4.49683 -1.62607
H -1.21014 -2.19471 2.69031
H -2.03335 -3.95057 4.16604
H -2.63394 -6.17413 3.25751
H -2.44419 -6.59710 0.82613
H -1.67196 -4.83994 -0.67401
H -0.37000 -0.98180 -2.80629
H -1.90732 -0.58062 -4.66857
H -4.27423 -1.28951 -4.50832
H -5.08778 -2.40502 -2.45841
H -3.56177 -2.79954 -0.57569
H 3.03179 0.22280 -2.91818
H 2.47092 1.46866 -4.94904
H 0.45153 2.89432 -5.01992
H -1.00971 3.05520 -3.05326
H -1.97374 3.50477 1.76721
H -1.10747 5.42398 3.01982
H 1.11726 6.36446 2.48832
H 2.47679 5.35841 0.67896
H 1.61913 3.43488 -0.58173
H -3.13444 0.14621 -0.68195
H -5.40990 0.56168 -1.47944
H -6.10546 2.84896 -2.13300
H -4.49683 4.71872 -1.96478
H -2.21178 4.31418 -1.15774
C 2.61758 2.74990 3.71072
N 2.91568 1.31806 3.72715
C 4.17743 0.77025 3.81836
C 4.03109 -0.57270 3.76382
N 2.68012 -0.82368 3.63982
C 2.07606 -2.14412 3.48674
C 2.01322 0.33944 3.62154
Se 0.13483 0.59246 3.63970
H 3.56533 3.27561 3.77272
H 1.99006 3.00112 4.56347
H 2.10286 3.00491 2.78228
H 5.05073 1.38550 3.90877
H 4.75303 -1.36434 3.79784
H 2.86112 -2.88425 3.61785
H 1.65280 -2.23815 2.48083
H 1.29563 -2.27717 4.23414
*
```

Its expectation value of S² is 3.79. The energy relative to the best compared isomer or geometry (same formula, charge and spin) comes out at 0.0 kcal per mole. The calculation puts the total energy at -6050.88750 a.u. The LUMO energy (spin up / spin down) is -0.0894 / -0.0838 Eh.

The net atomic charges from Mulliken, expressed in e, are: atom 1 (V): -0.894, atom 2 (C): -1.259, atom 3 (Si): 2.000, atom 4 (C): 0.510, atom 5 (C): -0.708, atom 6 (C): -0.867, atom 7 (C): -0.899, atom 8 (C): -0.419, atom 9 (C): -0.159, atom 10 (P): 1.321, atom 11 (C): 0.852, atom 12 (C): -0.402, atom 13 (C): -0.892, atom 14 (C): -0.529, atom 15 (C): -0.806, atom 16 (C): -0.156, atom 17 (C): 0.220, atom 18 (C): -0.471, atom 19 (C): -0.740, atom 20 (C): -0.636, atom 21 (C): -0.779, atom 22 (C): -0.441, atom 23 (C): -0.063, atom 24 (C): -0.734, atom 25 (C): -0.927, atom 26 (C): -0.872, atom 27 (C): -1.030, atom 28 (C): 1.142, atom 29 (P): 1.936, atom 30 (C): 0.841, atom 31 (C): -0.511, atom 32 (C): -0.746, atom 33 (C): -0.547, atom 34 (C): -0.864, atom 35 (C): -0.556, atom 36 (C): 0.425, atom 37 (C): -0.539, atom 38 (C): -0.620, atom 39 (C): -0.616, atom 40 (C): -0.746, atom 41 (C): -0.457, atom 42 (H): 0.581, atom 43 (H): 0.323, atom 44 (H): 0.208, atom 45 (H): 0.468, atom 46 (H): 0.442, atom 47 (H): 0.447, atom 48 (H): 0.226, atom 49 (H): 0.160, atom 50 (H): 0.467, atom 51 (H): 0.401, atom 52 (H): 0.430, atom 53 (H): 0.348, atom 54 (H): 0.314, atom 55 (H): 0.471, atom 56 (H): 0.430, atom 57 (H): 0.477, atom 58 (H): 0.461, atom 59 (H): 0.408, atom 60 (H): 0.409, atom 61 (H): 0.418, atom 62 (H): 0.425, atom 63 (H): 0.462, atom 64 (H): 0.439, atom 65 (H): 0.414, atom 66 (H): 0.434, atom 67 (H): 0.438, atom 68 (H): 0.110, atom 69 (H): 0.490, atom 70 (H): 0.408, atom 71 (H): 0.433, atom 72 (H): 0.502, atom 73 (C): -1.061, atom 74 (N): 0.369, atom 75 (C): -0.342, atom 76 (C): -0.514, atom 77 (N): 0.371, atom 78 (C): -0.934, atom 79 (C): -0.247, atom 80 (Se): -0.387, atom 81 (H): 0.292, atom 82 (H): 0.359, atom 83 (H): 0.464, atom 84 (H): 0.451, atom 85 (H): 0.438, atom 86 (H): 0.309, atom 87 (H): 0.237, atom 88 (H): 0.391



What did the second record say?
The following is a DFT calculation (ωB97M-V/def2-TZVPD) of a 2-piece molecular cluster, C11H5N6O5 overall.

```
! RIJCOSX wB97M-V def2-TZVPD def2/J DEFGRID3
* xyz -1 1
N 1.90531 0.07069 -0.09648
C 2.28359 1.35314 -0.08921
N 3.59472 1.51729 -0.07433
C 4.11507 0.24548 -0.08086
C 5.52312 -0.08476 -0.07758
O 6.42160 0.71456 -0.08826
C 3.05125 -0.63894 -0.09269
H 1.58280 2.17736 -0.07871
H 5.81591 -1.12726 -0.06796
H 3.10876 -1.71842 -0.08405
N -5.09520 2.69665 -0.01048
C -4.26771 1.88166 0.02668
C -3.27393 0.90618 0.03527
C -2.72775 0.45924 -1.14440
C -1.71696 -0.51926 -1.18245
N -1.19262 -0.94783 -2.46241
O -1.94346 -0.91454 -3.44451
O -0.01722 -1.32894 -2.52059
C -1.23278 -1.07568 -0.02286
C -1.78500 -0.63682 1.17184
N -1.59114 -0.93589 2.50615
O -0.75569 -1.79144 2.88538
O -2.38433 -0.22386 3.32971
N -3.10668 0.54788 2.53623
C -2.78060 0.32966 1.24364
H -3.07829 0.86641 -2.07952
H -0.45276 -1.82257 -0.03757
*
```

The energy relative to the best compared isomer or geometry (same formula, charge and spin) comes out at 4.9 kcal per mole. The calculation puts the total energy at -1126.69718 a.u. The LUMO energy is 0.0009 Eh.

The net atomic charges from Mulliken, expressed in e, are: atom 1 (N): -0.310, atom 2 (C): -0.238, atom 3 (N): -0.733, atom 4 (C): 0.598, atom 5 (C): -0.334, atom 6 (O): -0.554, atom 7 (C): -0.488, atom 8 (H): 0.432, atom 9 (H): 0.329, atom 10 (H): 0.341, atom 11 (N): -0.514, atom 12 (C): -0.044, atom 13 (C): 0.146, atom 14 (C): -0.530, atom 15 (C): 0.370, atom 16 (N): 0.878, atom 17 (O): -0.596, atom 18 (O): -0.492, atom 19 (C): -0.636, atom 20 (C): 0.477, atom 21 (N): 0.866, atom 22 (O): -0.688, atom 23 (O): -0.112, atom 24 (N): -0.687, atom 25 (C): 0.668, atom 26 (H): 0.557, atom 27 (H): 0.294